Entry from OMol25: 12 unconnected molecules or ions with the total composition C32H49BBrN14O in a non-equilibrium geometry (ωB97M-V with the def2-TZVPD basis set).

Geometry as XYZ:
```
98
Properties=species:S:1:pos:R:3
N -0.229 0.906 1.523
B -0.902 -0.084 0.543
O -2.366 -0.002 0.360
C 0.110 -1.176 -0.172
C -0.129 -2.805 -0.173
C 0.985 -3.774 -0.886
C 2.309 -3.076 -1.586
C 3.396 -4.094 -2.283
C 4.421 -3.366 -3.350
C 5.896 -3.306 -2.598
Br 6.662 -5.185 -2.538
C 2.418 -1.433 -1.540
N 1.358 -0.578 -0.853
H -0.947 1.237 2.232
H 0.427 0.272 2.070
H -2.753 0.023 1.301
H -1.105 -3.216 0.341
H 0.837 -4.934 -0.864
H 2.770 -4.910 -2.888
H 3.974 -4.685 -1.423
H 4.036 -2.290 -3.645
H 4.453 -3.977 -4.376
H 5.690 -3.020 -1.470
H 6.625 -2.574 -3.149
H 3.351 -0.883 -2.021
H 1.498 0.476 -0.855
C -1.428 5.082 0.795
C -1.376 4.360 2.132
N -1.332 3.761 3.240
H -2.065 4.530 0.098
H -1.836 6.088 0.930
H -0.422 5.159 0.373
C -5.770 5.835 0.275
C -4.719 6.048 -0.802
N -3.847 6.224 -1.696
H -6.738 6.210 -0.070
H -5.861 4.770 0.502
H -5.485 6.370 1.185
C -7.274 5.042 -4.058
C -7.259 4.386 -2.687
N -7.247 3.841 -1.550
H -8.013 4.553 -4.698
H -7.532 6.101 -3.961
H -6.288 4.957 -4.523
C 2.640 -7.448 1.392
C 2.622 -7.386 -0.126
N 2.608 -7.335 -1.386
H 3.576 -7.896 1.737
H 2.554 -6.440 1.807
H 1.802 -8.053 1.750
C 8.383 -7.757 -4.077
C 9.723 -8.446 -3.878
N 10.835 -9.018 -3.713
H 7.921 -7.553 -3.107
H 8.525 -6.812 -4.608
H 7.717 -8.397 -4.661
C -0.650 0.574 6.392
C -0.884 1.667 5.362
N -1.079 2.574 4.508
H -0.743 0.986 7.401
H -1.386 -0.224 6.263
H 0.353 0.156 6.270
C 1.704 -8.184 5.770
C 1.469 -7.091 4.740
N 1.275 -6.184 3.886
H 1.610 -7.772 6.778
H 0.968 -8.982 5.641
H 2.707 -8.602 5.648
C 3.547 -2.708 3.246
C 2.172 -2.084 3.068
N 1.031 -1.567 2.921
H 3.467 -3.798 3.230
H 4.209 -2.387 2.438
H 3.976 -2.397 4.203
C -9.325 8.053 -0.303
C -8.505 8.086 -1.583
N -7.825 8.114 -2.644
H -9.364 7.032 0.088
H -8.870 8.705 0.448
H -10.343 8.397 -0.504
C -3.130 7.895 3.229
C -4.626 7.632 3.196
N -5.868 7.414 3.168
H -2.589 7.016 2.868
H -2.887 8.750 2.592
H -2.812 8.112 4.253
C -8.190 12.159 0.573
C -9.687 11.896 0.539
N -10.929 11.678 0.511
H -7.649 11.280 0.211
H -7.947 13.014 -0.065
H -7.873 12.376 1.596
C 11.500 -9.563 -6.979
C 10.773 -8.860 -8.114
N 10.169 -8.277 -9.055
H 11.089 -9.243 -6.018
H 11.382 -10.646 -7.075
H 12.565 -9.317 -7.010
```

Calculated values
- Lowest unoccupied orbital energy: -4.56 eV
- E_tot: -127579.0413 eV
- Orbital gap: 4.805 eV
- Largest force on an atom: 18.640 eV/Å
- Charge: +1